(1)
Molecular formula: C21H30NO2P2Zr
Method: DFT, the ωB97M-V functional and the def2-TZVPD basis

Each line ends with the natural charge from an NBO analysis.
Geometry (Å):
Zr -0.1807 -0.1271 0.0455  2.1510
P 1.0611 -0.0071 2.2717  0.7366
C 1.1667 1.8271 2.3344  -0.7604
C 1.3699 2.4509 0.9720  0.2663
N 0.9443 1.8062 -0.1523  -0.6836
C 1.1046 2.3882 -1.3753  0.2551
C 1.6916 3.6298 -1.4787  -0.2167
C 2.1043 4.2975 -0.3424  -0.0402
C 1.9372 3.7021 0.8922  -0.2130
C 0.6064 1.7061 -2.6311  -0.7325
P -0.7700 0.5027 -2.3481  0.7016
H 2.2566 4.1662 1.8214  0.2687
H 1.7524 4.0731 -2.4682  0.2662
H 2.5469 5.2795 -0.4156  0.2741
H 0.2096 2.4777 -3.3150  0.2926
H 1.4341 1.2008 -3.1680  0.2883
H 0.2449 2.2267 2.8119  0.2953
H 2.0107 2.0853 2.9954  0.2918
H -4.3396 1.8317 1.4990  0.4705
O -3.8934 2.4595 2.1063  -0.9640
H -4.5003 3.2274 2.1066  0.4981
H -4.7503 -0.5871 -1.4864  0.4428
O -5.5036 -0.0080 -1.2529  -0.9386
H -6.2634 -0.4590 -1.6660  0.4997
C -2.2465 1.5490 -2.5723  -0.9201
H -2.2642 1.9949 -3.5799  0.2863
H -3.1314 0.9078 -2.4408  0.2730
H -2.2534 2.3536 -1.8215  0.2665
C -0.6968 -0.6059 -3.7696  -0.9126
H -1.5398 -1.2953 -3.6501  0.2718
H -0.8026 -0.0583 -4.7180  0.2887
H 0.2537 -1.1529 -3.7666  0.2709
C 2.8061 -0.5277 2.3455  -0.9089
H 3.2827 -0.1626 3.2724  0.2814
H 2.7922 -1.6277 2.3470  0.2719
H 3.3615 -0.1498 1.4712  0.2658
C 0.3362 -0.4684 3.8597  -0.9217
H 0.2804 -1.5624 3.8471  0.2703
H 0.9606 -0.1373 4.7032  0.2908
H -0.6641 -0.0202 3.9385  0.2710
C 0.0822 -5.4947 1.1849  -0.1884
C -0.6165 -4.3335 1.5541  -0.1294
C -0.3350 -3.1131 0.9318  -0.2331
C 0.7158 -3.0191 -0.0114  -0.0637
C 1.1135 -1.7524 -0.6056  -0.5896
C 2.1243 -1.7354 -1.5691  -0.1270
C 2.7637 -2.9331 -1.9573  -0.2336
C 2.4313 -4.1389 -1.3759  -0.0511
C 1.4202 -4.2146 -0.3923  -0.0199
C 1.0757 -5.4374 0.2219  -0.1141
H -0.1602 -6.4437 1.6564  0.2675
H -1.3896 -4.3773 2.3200  0.2547
H -0.9701 -2.2255 1.1863  0.1374
H 2.4247 -0.7853 -2.0153  0.2205
H 3.5349 -2.9010 -2.7263  0.2623
H 2.9388 -5.0630 -1.6634  0.2590
H 1.6171 -6.3337 -0.0805  0.2535

Atoms 1-3, force components in eV/Å:
Zr 1.01 -2.92 -0.08
P 1.51 1.00 1.75
C -0.18 0.14 0.16

Calculated values
HOMO level (spin up / spin down): -17.11 / -17.11 eV
Kohn-Sham gap (spin up / spin down): 5.6 / 5.6 eV
Net charge: +3
LUMO (spin up / spin down): -11.479 / -11.480 eV

(2)
Molecular formula: C21H31BaCl2OSSb
Method: DFT, the ωB97M-V functional and the def2-TZVPD basis

Each line ends with the Mulliken charge.
Geometry (Å):
Ba 0.2470 0.2273 -1.6652  1.5301
Cl -0.3314 -0.4540 1.3994  -0.0867
C -1.6591 -1.6332 1.1490  -0.2425
Cl -2.1395 -1.7266 -0.5765  -0.1881
H -2.5160 -1.2934 1.7174  0.3267
H -1.3102 -2.6126 1.4518  0.3438
O 0.0713 2.2345 -0.7872  -0.4936
S 0.2197 3.8093 -0.7714  0.1683
C 1.5905 4.0993 -1.8793  -0.0342
C 2.0361 5.5393 -1.8081  0.6166
C 2.3370 6.1864 -3.0037  -0.4377
C 2.7772 7.5012 -2.9912  -0.7446
C 2.9059 8.1769 -1.7860  -0.4913
C 2.6029 7.5344 -0.5941  -0.7557
C 2.1711 6.2156 -0.5999  -0.2537
C -1.2366 4.3004 -1.7338  -1.2278
C -1.3328 3.6054 -3.0589  0.3925
C -1.9318 2.3425 -3.1099  -0.8479
C -1.9770 1.6260 -4.2993  -0.5819
C -1.4234 2.1735 -5.4543  -0.5421
C -0.8608 3.4404 -5.4173  -0.6725
C -0.8171 4.1564 -4.2255  -0.1603
H 1.2608 3.8353 -2.8839  0.2804
H 2.3450 3.3793 -1.5508  -0.0034
H 2.2331 5.6644 -3.9480  0.4411
H 3.0162 7.9996 -3.9207  0.4110
H 3.2428 9.2043 -1.7754  0.4201
H 2.7064 8.0593 0.3454  0.4171
H 1.9580 5.7313 0.3458  0.4033
H -1.2200 5.3913 -1.7667  0.5288
H -2.0492 4.0001 -1.0694  0.5497
H -2.4307 1.9602 -2.2235  0.6826
H -2.4890 0.6715 -4.3456  0.5691
H -1.4730 1.6307 -6.3886  0.4696
H -0.4692 3.8824 -6.3233  0.4520
H -0.3870 5.1514 -4.2112  0.5754
C 6.1501 0.1340 -2.2195  -0.9392
C 4.7477 -0.2307 -2.6948  -0.8269
Sb 3.2987 -0.5195 -1.1424  0.2870
C 4.2527 0.5150 0.4587  -0.8941
C 4.0365 2.0224 0.3838  -0.9872
C 3.7253 -2.5342 -0.5745  -0.8265
C 5.2050 -2.8877 -0.4979  -1.0099
H 6.8236 0.2393 -3.0702  0.3877
H 6.5732 -0.6229 -1.5612  0.2142
H 6.1618 1.0820 -1.6808  0.2429
H 4.7460 -1.1593 -3.2694  0.4684
H 4.3579 0.5424 -3.3593  0.4274
H 5.3125 0.2659 0.4373  0.4281
H 3.8478 0.0977 1.3823  0.5795
H 4.3791 2.4376 -0.5682  0.2703
H 4.5767 2.5487 1.1710  0.4036
H 2.9780 2.2775 0.5002  0.1935
H 3.2057 -3.1808 -1.2839  0.4106
H 3.2338 -2.6651 0.3923  0.4224
H 5.6942 -2.7907 -1.4670  0.2585
H 5.3305 -3.9212 -0.1753  0.4015
H 5.7416 -2.2577 0.2123  0.2743

Atoms 1-3, force components in eV/Å:
Ba -1.42 -1.54 -1.26
Cl -0.23 -0.26 0.03
C 0.11 0.13 -0.14

Calculated values
HOMO level: -14.26 eV
Kohn-Sham gap: 8.7 eV
Net charge: +2
ΔE to the lowest compared entry with this formula, charge and spin: 22.45 kcal/mol
LUMO: -5.544 eV

(3)
Molecular formula: C21H31Br3O10
Method: DFT, the ωB97M-V functional and the def2-TZVPD basis

Each line ends with the natural charge from an NBO analysis.
Geometry (Å):
O 8.9874 1.4944 -10.2753  -0.5515
C 8.8871 1.4467 -11.4694  0.7918
O 9.8967 1.0819 -12.2931  -0.4867
C 9.5819 1.2933 -13.6608  -0.0709
C 8.1163 1.7694 -13.7398  -0.4401
C 7.6317 1.6112 -12.3127  -0.5302
H 9.7280 0.4542 -14.3409  0.1886
H 10.2537 2.0916 -13.9763  0.1861
H 7.6937 1.1163 -14.5034  0.2126
H 7.8470 2.7844 -14.0318  0.2182
H 7.0874 0.6857 -12.1248  0.2422
H 7.0533 2.5060 -12.0826  0.2401
O 5.8705 -3.8876 -6.5238  -0.5396
C 6.2885 -4.9759 -6.2553  0.7882
O 5.4346 -6.0601 -6.0111  -0.4971
C 6.1899 -7.2563 -6.0536  -0.0678
C 7.5708 -6.7325 -5.6208  -0.4222
C 7.7417 -5.4057 -6.2159  -0.5364
H 6.1969 -7.8247 -6.9836  0.1730
H 5.6426 -7.9039 -5.3686  0.1943
H 8.3061 -7.4824 -5.9127  0.2143
H 7.4833 -6.5931 -4.5433  0.2086
H 8.0895 -5.5375 -7.2405  0.2322
H 8.5260 -4.8156 -5.7418  0.2525
O -1.8910 -1.2205 -16.4613  -0.5783
C -0.7587 -0.8163 -16.0681  0.7907
O 0.2736 -1.6343 -15.7733  -0.4784
C 1.4309 -0.8821 -15.3205  -0.0637
C 0.9309 0.5503 -15.0510  -0.4350
C -0.3383 0.6649 -15.8147  -0.5231
H 2.2831 -0.9904 -15.9914  0.1834
H 1.8109 -1.2472 -14.3664  0.1869
H 1.7475 1.2521 -15.2205  0.2270
H 0.6685 0.4311 -13.9998  0.2084
H -0.1709 1.0246 -16.8299  0.2354
H -1.0711 1.2607 -15.2705  0.2467
O 6.7085 -1.7636 -22.3813  -0.5816
C 7.6668 -2.3268 -21.8824  0.7715
O 8.7215 -2.5244 -22.6036  -0.4598
C 9.8222 -2.9223 -21.7712  -0.0810
C 9.1589 -3.3419 -20.4796  -0.4586
C 7.8692 -2.6301 -20.4146  -0.5350
H 10.5126 -2.0788 -21.7707  0.1970
H 10.1933 -3.8024 -22.2963  0.2006
H 9.7468 -3.1393 -19.5843  0.2261
H 9.1313 -4.3828 -20.1572  0.2281
H 7.9097 -1.6362 -19.9689  0.2364
H 7.3474 -3.3756 -19.8146  0.2563
O 14.6254 -6.7631 -17.5245  -0.5541
C 15.2546 -7.1901 -18.4942  0.7869
O 15.3720 -6.3695 -19.6282  -0.5034
C 15.9940 -7.1069 -20.7059  -0.0756
C 16.8210 -8.1819 -19.9667  -0.4205
C 15.9784 -8.5148 -18.7629  -0.5316
H 16.7112 -6.5485 -21.3075  0.2028
H 15.1823 -7.5625 -21.2729  0.1779
H 17.7825 -7.7295 -19.7242  0.2088
H 16.9798 -9.1302 -20.4801  0.2192
H 16.6102 -8.7362 -17.9028  0.2474
H 15.3608 -9.3583 -19.0715  0.2422
C 8.5091 -6.9546 -13.7586  -0.4571
Br 7.5077 -7.8898 -15.2803  0.0318
Br 9.3301 -8.3651 -12.6990  0.0955
Br 7.3822 -5.7193 -12.7763  0.1075
H 9.3109 -6.3765 -14.2179  0.2224

Atoms 1-3, force components in eV/Å:
O 0.15 0.07 -0.70
C -0.48 -0.18 0.31
O 0.32 -0.48 0.25

Calculated values
HOMO level: -9.96 eV
Kohn-Sham gap: 9.4 eV
Net charge: 0
ΔE to the lowest compared entry with this formula, charge and spin: 80.38 kcal/mol
LUMO: -0.537 eV

(4)
Molecular formula: C21H31CaF5P2S
Method: DFT, the ωB97M-V functional and the def2-TZVPD basis

Each line ends with the natural charge from an NBO analysis.
Geometry (Å):
P 0.2796 -1.3335 -4.7676  1.1500
P 1.0370 2.3819 -3.6643  0.6687
C 0.6923 0.2305 -5.6037  -0.7548
C 1.7122 1.2008 -4.9446  -0.6988
H -0.2541 0.7157 -5.8779  0.2501
H 1.1385 -0.1462 -6.5387  0.2318
H 2.5719 0.6260 -4.5552  0.2253
H 2.0971 1.8612 -5.7324  0.2299
C 0.0534 3.3117 -4.9338  -0.9061
H -0.3466 4.2385 -4.5132  0.2449
H -0.7734 2.7471 -5.3915  0.2584
H 0.7444 3.5794 -5.7509  0.2218
C 2.2610 3.7708 -3.2000  -1.0034
H 1.8196 4.6745 -3.6537  0.2784
H 3.3247 3.6540 -3.4833  0.2452
H 2.2304 4.0267 -2.1133  0.2414
C -0.6819 -2.2992 -6.0029  -0.9470
H -0.9930 -3.2697 -5.5838  0.2598
H -0.0044 -2.4914 -6.8428  0.2026
H -1.5814 -1.7870 -6.3665  0.2385
C 1.8201 -2.2478 -4.9090  -0.9697
H 2.6664 -1.5513 -4.9116  0.2251
H 1.7527 -2.7561 -5.8791  0.2248
H 1.9300 -2.9833 -4.1070  0.2522
Ca 2.2490 1.6145 -1.6254  1.6458
C -2.2154 0.7977 -3.8003  -0.1895
C -2.8973 0.0426 -4.6457  -0.1895
C -3.7923 -1.0862 -4.3082  -0.4402
C -3.4180 -1.9444 -3.0862  -0.4350
C -2.1371 -2.6377 -3.1161  -0.3329
C -0.8607 -2.0944 -3.1697  -0.3491
C -0.5526 -0.6939 -2.4477  -0.3978
C -1.6245 0.3869 -2.4845  -0.4948
C 2.6003 -0.6629 -0.7643  -1.4029
H -2.1102 1.8945 -3.9563  0.1918
H -3.0268 0.4707 -5.6338  0.1890
H -3.8104 -1.7717 -5.1540  0.1999
H -4.8251 -0.7907 -4.0848  0.2214
H -3.5039 -1.3151 -2.1864  0.1955
H -4.1518 -2.7672 -2.9772  0.2139
H -2.2080 -3.7380 -3.0249  0.1991
H -0.0775 -2.8321 -2.8789  0.2298
H 0.4156 -0.2644 -2.8197  0.1559
H -0.3764 -0.8902 -1.3800  0.2310
H -2.4333 0.1159 -1.7754  0.2289
H -1.1940 1.3208 -2.0624  0.2430
H 3.2617 -0.5745 0.1184  0.1970
H 3.1242 -1.2798 -1.5120  0.1818
H 1.7326 -1.2456 -0.4163  0.2075
F 1.0304 0.5153 5.4757  -0.2933
C 0.8496 0.7915 4.1676  0.2433
C 1.9335 1.1645 3.3785  0.2796
F 3.1693 1.2167 3.9265  -0.2955
C 1.6916 1.5916 2.0739  0.3021
F 2.7624 2.0360 1.3261  -0.3405
C 0.4055 1.6832 1.5033  -0.2529
S 0.2102 2.4027 -0.0506  -0.5242
C -0.6640 1.2076 2.3073  0.3030
F -1.9426 1.1943 1.8470  -0.3008
C -0.4374 0.8085 3.6256  0.3128
F -1.4720 0.4860 4.4280  -0.3027

Atoms 1-3, force components in eV/Å:
P -0.87 -1.24 -1.68
P -2.22 0.81 -2.40
C 0.16 0.25 -1.01

Calculated values
HOMO level (spin up / spin down): -6.05 / -6.05 eV
Kohn-Sham gap (spin up / spin down): 5.4 / 5.4 eV
Net charge: 0
ΔE to the lowest compared entry with this formula, charge and spin: 57.99 kcal/mol
LUMO (spin up / spin down): -0.629 / -0.629 eV

What is the formula in the fourth record?
C21H31CaF5P2S